Molecular formula: C26H46N6O9S4
Method: DFT, wB97M-V/def2-TZVPD

Computed properties:
E_HOMO = -8.82 eV
structure (SMILES) = CC(C)Cc1cc2nsnc2c(-c2ccncc2)c1CC(N)(N)N.CCOS(C)(=O)=O.CCOS(C)(=O)=O.CCOS(C)(=O)=O
maximum force = 5.4 eV/A
charge = 0

Each line ends with the Mulliken charge.
Geometry (Å):
C -0.330 -1.897 1.106  -1.117
C -1.826 -1.315 0.980  0.671
C -2.820 -2.604 1.123  -1.317
C -2.116 -0.482 -0.365  -0.797
C -0.860 0.374 -0.900  1.050
C -0.445 0.096 -2.391  -1.015
C 0.778 0.790 -3.090  0.226
N 1.264 0.580 -4.430  -0.569
S 2.633 1.604 -4.496  0.168
N 2.628 2.315 -2.923  -0.550
C 1.516 1.809 -2.109  0.437
C 1.159 2.173 -0.608  -0.189
C 2.087 3.215 0.149  0.061
C 3.510 2.728 0.644  -0.331
C 4.377 3.777 1.394  -0.224
N 4.039 5.131 1.719  -0.521
C 2.754 5.547 1.244  -0.280
C 1.708 4.710 0.454  -0.229
C -0.066 1.432 0.008  0.682
C -0.499 1.736 1.538  -0.978
C -1.782 2.699 1.673  0.637
N -3.098 1.981 1.705  -0.622
N -1.740 3.523 2.940  -0.567
N -1.895 3.717 0.553  -0.640
H -0.257 -2.844 0.467  0.287
H -0.209 -2.251 2.206  0.330
H 0.501 -1.133 0.930  0.253
H -2.097 -0.638 1.881  0.076
H -2.416 -3.186 2.044  0.341
H -3.896 -2.313 1.371  0.338
H -2.721 -3.334 0.238  0.327
H -3.072 0.166 -0.260  0.139
H -2.386 -1.264 -1.180  0.370
H -1.076 -0.661 -2.998  0.204
H 3.799 1.655 0.396  0.341
H 5.421 3.415 1.736  0.292
H 2.450 6.637 1.482  0.295
H 0.715 5.151 0.103  0.327
H -0.567 0.768 2.161  0.304
H 0.397 2.320 1.989  0.418
H -3.729 2.637 2.217  0.259
H -3.526 1.950 0.755  0.293
H -2.235 3.036 3.703  0.271
H -0.769 3.735 3.210  0.235
H -2.196 3.255 -0.319  0.364
H -0.919 4.009 0.384  -0.044
C -5.321 5.924 4.324  -1.118
C -3.891 6.432 4.368  -0.143
O -3.608 7.109 5.594  -0.266
S -3.437 6.224 6.939  1.215
C -2.818 7.509 7.986  -0.939
O -2.396 5.252 6.728  -0.625
O -4.742 5.848 7.417  -0.609
H -5.491 5.153 5.079  0.301
H -5.550 5.491 3.348  0.400
H -6.025 6.736 4.528  0.312
H -3.178 5.618 4.206  0.215
H -3.746 7.154 3.561  0.253
H -1.844 7.832 7.618  0.313
H -2.723 7.098 8.991  0.372
H -3.528 8.336 7.989  0.317
C 2.674 -2.856 -3.926  -0.881
C 3.199 -2.229 -5.205  -0.410
O 3.851 -3.191 -6.036  -0.289
S 2.938 -4.268 -6.827  1.158
C 4.206 -4.931 -7.867  -0.989
O 1.986 -3.564 -7.643  -0.639
O 2.532 -5.299 -5.904  -0.575
H 1.882 -3.579 -4.136  0.242
H 2.260 -2.094 -3.261  0.375
H 3.471 -3.392 -3.404  0.274
H 2.400 -1.726 -5.756  0.411
H 3.942 -1.470 -4.948  0.211
H 4.551 -4.154 -8.550  0.345
H 3.773 -5.759 -8.428  0.376
H 5.022 -5.294 -7.243  0.312
C 1.466 -6.707 -3.333  -0.787
C 2.227 -6.502 -2.037  -0.283
O 1.375 -6.618 -0.895  -0.207
S 0.857 -8.091 -0.466  1.182
C 0.159 -7.645 1.098  -0.906
O 1.997 -8.940 -0.243  -0.636
O -0.220 -8.479 -1.341  -0.599
H 1.086 -7.728 -3.412  0.446
H 2.111 -6.525 -4.196  0.248
H 0.604 -6.037 -3.384  0.216
H 3.068 -7.198 -1.958  0.331
H 2.643 -5.491 -2.024  0.109
H 0.957 -7.315 1.764  0.309
H -0.328 -8.531 1.506  0.371
H -0.575 -6.855 0.946  0.280